No. 1
Entry from the OMol25 dataset: a molecular structure, C43H54CrN6O5Se in a non-equilibrium geometry (ωB97M-V with the def2-TZVPD basis set).

Last column: Löwdin charge in e.
Geometry (Å):
Cr (-2.015, 0.615, 0.000)  0.983
C (2.686, -4.308, 4.186)  -0.052
C (2.934, -4.245, 2.671)  -0.560
C (4.273, -3.545, 2.392)  -0.050
C (3.032, -5.681, 2.148)  -0.070
C (1.808, -3.450, 2.026)  -0.191
C (1.632, -2.115, 2.369)  -0.083
C (0.609, -1.386, 1.815)  -0.375
Se (0.428, 0.496, 2.201)  1.185
C (1.448, 1.126, 0.687)  -0.366
C (2.771, 1.410, 0.951)  -0.086
C (3.612, 1.863, -0.051)  -0.185
C (3.051, 2.030, -1.312)  0.001
C (1.739, 1.732, -1.629)  -0.077
C (0.867, 1.262, -0.599)  -0.325
O (-0.367, 0.988, -0.835)  -0.202
C (1.296, 1.964, -3.077)  -0.522
C (1.307, 3.475, -3.362)  -0.038
C (-0.103, 1.436, -3.409)  -0.051
C (2.268, 1.254, -4.035)  -0.053
C (5.070, 2.216, 0.186)  -0.558
C (5.964, 1.468, -0.814)  -0.052
C (5.228, 3.731, 0.009)  -0.045
C (5.536, 1.843, 1.595)  -0.067
C (-0.355, -1.916, 0.916)  -0.353
O (-1.397, -1.214, 0.623)  -0.209
C (-0.092, -3.246, 0.476)  -0.085
C (0.942, -3.959, 1.069)  0.001
C (-0.851, -3.959, -0.644)  -0.531
C (-1.679, -5.115, -0.061)  -0.046
C (-1.789, -3.026, -1.403)  -0.065
C (0.156, -4.518, -1.667)  -0.053
H (3.497, -4.839, 4.682)  0.076
H (1.751, -4.829, 4.386)  0.085
H (2.615, -3.310, 4.609)  0.074
H (5.098, -4.128, 2.801)  0.076
H (4.298, -2.556, 2.841)  0.072
H (4.420, -3.433, 1.319)  0.090
H (3.852, -6.195, 2.648)  0.078
H (3.223, -5.695, 1.078)  0.083
H (2.116, -6.231, 2.348)  0.081
H (2.288, -1.613, 3.064)  0.095
H (3.118, 1.266, 1.963)  0.083
H (3.679, 2.426, -2.097)  0.097
H (0.650, 3.993, -2.667)  0.079
H (0.961, 3.665, -4.378)  0.079
H (2.306, 3.892, -3.254)  0.076
H (-0.866, 1.967, -2.848)  0.062
H (-0.188, 0.378, -3.175)  0.091
H (-0.297, 1.573, -4.476)  0.083
H (3.289, 1.614, -3.938)  0.066
H (1.956, 1.419, -5.065)  0.076
H (2.263, 0.183, -3.844)  0.089
H (5.750, 1.758, -1.840)  0.070
H (5.805, 0.395, -0.728)  0.087
H (7.013, 1.680, -0.612)  0.076
H (4.993, 4.031, -1.009)  0.075
H (6.246, 4.043, 0.238)  0.076
H (4.541, 4.246, 0.675)  0.086
H (5.403, 0.779, 1.778)  0.082
H (4.986, 2.403, 2.345)  0.083
H (6.594, 2.078, 1.704)  0.077
H (1.076, -4.982, 0.755)  0.089
H (-2.436, -4.724, 0.616)  0.083
H (-1.053, -5.816, 0.491)  0.072
H (-2.180, -5.660, -0.861)  0.077
H (-2.554, -2.627, -0.745)  0.068
H (-2.270, -3.561, -2.223)  0.084
H (-1.241, -2.179, -1.810)  0.091
H (0.743, -5.341, -1.264)  0.067
H (0.842, -3.733, -1.980)  0.091
H (-0.372, -4.885, -2.546)  0.076
O (-3.039, -0.390, -1.396)  -0.121
C (-4.253, -0.158, -1.702)  -0.345
C (-5.089, -1.222, -2.135)  0.002
C (-6.413, -1.027, -2.430)  -0.101
C (-6.984, 0.243, -2.349)  -0.122
C (-6.191, 1.316, -2.002)  -0.059
C (-4.840, 1.150, -1.693)  -0.095
C (-3.974, 2.276, -1.484)  -0.238
N (-2.775, 2.249, -0.915)  0.024
C (-2.211, 3.474, -1.117)  -0.110
C (-3.083, 4.278, -1.782)  -0.047
N (-4.202, 3.518, -2.004)  0.128
H (-4.643, -2.203, -2.206)  0.106
H (-7.030, -1.867, -2.722)  0.097
H (-8.032, 0.385, -2.571)  0.087
H (-6.631, 2.305, -1.940)  0.102
H (-1.210, 3.680, -0.793)  0.116
H (-3.005, 5.292, -2.115)  0.114
H (-5.020, 3.790, -2.522)  0.151
N (-3.429, 3.485, 2.086)  0.190
C (-2.088, 3.410, 1.763)  -0.502
O (-1.591, 2.268, 1.549)  -0.210
C (-1.341, 4.601, 1.753)  -0.232
C (-1.950, 5.848, 1.846)  -0.266
N (-2.470, 6.879, 1.881)  0.116
C (0.034, 4.574, 1.503)  -0.228
N (1.164, 4.588, 1.279)  0.168
H (-4.001, 2.712, 1.782)  0.092
H (-3.858, 4.396, 2.096)  0.088
C (-4.548, -1.266, 2.976)  0.021
C (-3.665, -0.204, 2.359)  -0.534
N (-2.808, 0.389, 3.193)  0.197
O (-3.781, 0.134, 1.179)  -0.019
H (-5.068, -0.866, 3.845)  0.083
H (-3.919, -2.095, 3.296)  0.090
H (-5.265, -1.625, 2.244)  0.087
H (-2.579, -0.029, 4.078)  0.121
H (-2.134, 1.033, 2.760)  0.031

The calculation puts the energy at -5821.8486 hartree. The maximum force comes out at 2.037 eV/Å. As for the gap between HOMO and LUMO (alpha / beta): 0.2485 / 0.2484 hartree. Its highest occupied orbital energy (alpha / beta) is -4.606 / -4.603 eV. As for the energy relative to the best compared isomer or geometry (same formula, charge and spin): 32.33 kcal per mole. The LUMO energy (alpha / beta) comes out at 2.16 / 2.16 eV. Its net charge is -1. Its spin multiplicity is 4.

---

No. 2
Entry from the OMol25 dataset: a molecular structure, C43H55AsCl3N5OPRuS2Se2Si in a non-equilibrium geometry (ωB97M-V with the def2-TZVPD basis set).

Last column: Löwdin charge in e.
Geometry (Å):
Ru (-0.152, 0.631, -0.350)  0.477
C (-2.438, -2.443, -4.432)  -0.198
Si (-2.737, -0.753, -5.142)  0.498
C (-1.793, -0.517, -6.714)  -0.164
C (-4.560, -0.520, -5.388)  -0.168
C (-2.229, 0.633, -3.937)  -0.209
C (-2.688, 1.917, -4.212)  -0.054
C (-2.495, 2.975, -3.326)  -0.025
C (-1.846, 2.731, -2.140)  -0.172
N (-1.350, 1.516, -1.863)  -0.189
C (-1.519, 0.522, -2.738)  -0.691
S (-0.667, -0.844, -2.103)  0.704
H (-2.907, -3.178, -5.094)  0.047
H (-2.886, -2.552, -3.442)  0.016
H (-1.376, -2.688, -4.358)  0.015
H (-2.122, -1.238, -7.467)  0.044
H (-0.723, -0.662, -6.555)  0.040
H (-1.944, 0.483, -7.125)  0.038
H (-4.968, -1.317, -6.015)  0.044
H (-4.796, 0.428, -5.877)  0.035
H (-5.085, -0.546, -4.430)  0.042
H (-3.222, 2.105, -5.138)  0.112
H (-2.863, 3.968, -3.540)  0.117
H (-1.747, 3.484, -1.382)  0.032
Se (-0.730, 2.902, 0.925)  0.402
P (0.957, 3.675, -0.230)  0.264
Se (1.828, 2.005, -1.303)  0.456
C (2.187, 4.432, 0.867)  -0.425
C (3.545, 4.292, 0.595)  -0.116
C (4.485, 4.879, 1.433)  -0.063
C (4.070, 5.605, 2.540)  -0.068
C (2.714, 5.759, 2.806)  -0.070
C (1.772, 5.173, 1.973)  -0.116
C (0.463, 5.030, -1.314)  -0.417
C (1.059, 5.184, -2.561)  -0.091
C (0.723, 6.277, -3.351)  -0.056
C (-0.199, 7.208, -2.897)  -0.056
C (-0.794, 7.053, -1.650)  -0.059
C (-0.466, 5.966, -0.858)  -0.107
H (3.869, 3.726, -0.269)  0.078
H (5.539, 4.780, 1.211)  0.114
H (4.804, 6.063, 3.191)  0.112
H (2.390, 6.347, 3.655)  0.111
H (0.716, 5.288, 2.190)  0.091
H (1.767, 4.451, -2.925)  0.078
H (1.182, 6.398, -4.323)  0.114
H (-0.459, 8.057, -3.515)  0.115
H (-1.514, 7.780, -1.297)  0.114
H (-0.948, 5.836, 0.104)  0.090
Cl (-4.558, -5.747, -0.520)  0.709
C (-2.835, -5.651, -0.388)  -0.673
C (-2.232, -5.659, 0.857)  -0.086
C (-0.852, -5.555, 0.940)  -0.002
C (-0.046, -5.448, -0.191)  -0.175
C (1.477, -5.478, -0.079)  -0.271
C (2.269, -4.357, -0.730)  -0.066
N (2.054, -2.954, -0.320)  -0.039
C (3.098, -2.067, -0.207)  -0.026
C (2.548, -0.853, 0.023)  -0.186
N (1.171, -0.978, 0.061)  -0.162
C (0.917, -2.266, -0.152)  -0.224
O (1.941, -5.803, 1.214)  -0.077
C (2.418, -4.798, 2.107)  -0.144
C (1.399, -4.328, 3.103)  -0.324
C (1.007, -5.081, 4.171)  -0.984
Cl (1.540, -6.658, 4.544)  0.732
S (-0.153, -4.308, 5.154)  1.050
C (-0.127, -2.921, 4.159)  -0.436
C (0.739, -3.060, 3.116)  -0.144
C (-0.693, -5.483, -1.424)  -0.568
Cl (0.210, -5.487, -2.913)  0.768
C (-2.072, -5.567, -1.538)  -0.124
H (-2.832, -5.772, 1.750)  0.116
H (-0.382, -5.613, 1.906)  0.104
H (1.787, -6.335, -0.686)  0.161
H (2.110, -4.404, -1.805)  0.085
H (3.322, -4.561, -0.543)  0.144
H (4.121, -2.376, -0.329)  0.139
H (3.037, 0.096, 0.132)  0.032
H (-0.062, -2.714, -0.196)  0.105
H (2.834, -3.942, 1.570)  0.106
H (3.239, -5.275, 2.642)  0.132
H (-0.767, -2.086, 4.399)  0.042
H (0.888, -2.307, 2.348)  0.082
H (-2.536, -5.594, -2.513)  0.110
N (2.684, 1.509, 4.974)  0.066
C (3.535, 1.422, 3.727)  -0.074
C (2.641, 1.711, 2.534)  -0.206
N (1.496, 0.820, 2.435)  -0.068
C (0.714, 0.832, 3.656)  -0.212
C (1.525, 0.542, 4.913)  -0.085
H (2.317, 2.463, 5.047)  0.184
H (3.247, 1.341, 5.811)  0.186
H (3.944, 0.412, 3.703)  0.140
H (4.348, 2.141, 3.823)  0.137
H (3.231, 1.674, 1.619)  0.103
H (2.262, 2.736, 2.614)  0.100
H (1.778, -0.124, 2.191)  0.071
H (-0.086, 0.097, 3.587)  0.088
H (0.240, 1.817, 3.739)  0.108
H (1.958, -0.459, 4.897)  0.131
H (0.941, 0.665, 5.824)  0.140
C (-2.538, -0.473, 2.606)  -0.269
As (-2.246, -0.258, 0.704)  1.005
C (-3.710, 0.939, 0.284)  -0.270
C (-2.974, -1.924, 0.069)  -0.289
H (-3.596, -0.698, 2.736)  0.048
H (-2.298, 0.438, 3.150)  0.026
H (-1.949, -1.308, 2.987)  -0.006
H (-4.650, 0.430, 0.495)  0.045
H (-3.668, 1.218, -0.766)  0.020
H (-3.641, 1.840, 0.892)  0.019
H (-3.932, -2.093, 0.559)  0.048
H (-2.297, -2.743, 0.309)  0.011
H (-3.105, -1.880, -1.008)  0.007

The calculation puts the energy at -11961.5438 hartree. The maximum force comes out at 1.125 eV/Å. As for the gap between HOMO and LUMO (alpha / beta): 0.2739 / 0.2502 hartree. Its highest occupied orbital energy (alpha / beta) is -12.096 / -12.074 eV. As for the energy relative to the best compared isomer or geometry (same formula, charge and spin): 10.31 kcal per mole. The LUMO energy (alpha / beta) comes out at -4.64 / -5.26 eV. Its net charge is +2. Its spin multiplicity is 2.